# 1
Here is a 6-piece molecular cluster, C40H100F6N5O5P overall from the Open Molecules 2025 dataset. Energies are from the ωB97M-V functional and the def2-TZVPD basis.

relative energy (zero: lowest compared OMol25 entry of this formula, charge and spin): 42.6 kJ/mol

```
! RIJCOSX wB97M-V def2-TZVPD def2/J DEFGRID3
* xyz 4 1
C -8.93 -4.99 6.90
C -9.99 -5.89 7.54
N -9.20 -7.14 8.25
C -10.37 -7.93 8.94
C -8.51 -8.04 7.17
C -9.34 -8.47 6.00
C -8.20 -6.67 9.25
C -7.78 -7.72 10.34
O -7.39 -9.01 9.82
C -6.01 -8.97 9.34
H -8.18 -4.66 7.62
H -9.33 -4.06 6.48
H -8.44 -5.57 6.12
H -10.70 -6.19 6.78
H -10.50 -5.50 8.42
H -11.18 -8.05 8.22
H -10.76 -7.24 9.68
H -10.17 -8.86 9.48
H -8.14 -8.91 7.71
H -7.61 -7.52 6.85
H -8.70 -9.21 5.52
H -9.60 -7.63 5.35
H -10.28 -8.94 6.29
H -8.62 -5.80 9.76
H -7.29 -6.50 8.68
H -8.70 -7.91 10.90
H -7.10 -7.32 11.09
H -5.56 -9.96 9.31
H -5.29 -8.58 10.05
H -5.96 -8.48 8.36
C -14.59 1.78 6.62
C -14.70 0.28 6.26
N -13.77 -0.70 7.01
C -13.82 -0.28 8.52
C -14.22 -2.16 6.93
C -15.66 -2.61 7.36
C -12.29 -0.46 6.47
C -11.12 -0.80 7.41
O -11.27 -1.98 8.16
C -10.21 -2.26 9.11
H -13.83 2.31 6.04
H -14.49 2.06 7.67
H -15.53 2.13 6.19
H -14.58 0.23 5.18
H -15.67 -0.14 6.52
H -14.84 -0.04 8.81
H -13.15 0.57 8.67
H -13.44 -1.07 9.17
H -13.55 -2.75 7.56
H -14.07 -2.45 5.89
H -15.83 -2.66 8.44
H -16.03 -3.54 6.93
H -16.46 -2.01 6.92
H -12.19 0.58 6.18
H -12.20 -1.13 5.62
H -10.85 0.02 8.08
H -10.24 -0.91 6.78
H -9.38 -1.58 8.97
H -9.98 -3.31 8.90
H -10.69 -2.15 10.08
C -11.38 -7.56 13.38
C -11.91 -6.72 14.63
N -11.09 -5.42 15.05
C -11.51 -5.09 16.48
C -9.58 -5.78 15.15
C -8.54 -4.76 15.66
C -11.32 -4.16 14.19
C -12.78 -3.67 13.89
O -12.81 -2.36 14.50
C -13.65 -1.39 13.81
H -10.52 -8.17 13.67
H -11.04 -7.01 12.51
H -12.07 -8.22 12.86
H -11.78 -7.32 15.54
H -12.95 -6.48 14.42
H -12.59 -4.93 16.40
H -10.86 -4.25 16.71
H -11.20 -5.95 17.08
H -9.38 -6.10 14.13
H -9.56 -6.64 15.81
H -8.37 -4.92 16.73
H -8.59 -3.71 15.39
H -7.60 -4.98 15.15
H -10.87 -4.61 13.31
H -10.75 -3.31 14.54
H -13.48 -4.42 14.27
H -12.78 -3.47 12.82
H -13.71 -0.55 14.50
H -14.68 -1.72 13.65
H -13.31 -1.09 12.82
C -4.35 -7.73 19.63
C -5.38 -8.51 18.68
N -4.84 -9.85 18.04
C -3.43 -9.55 17.41
C -4.67 -11.03 19.06
C -4.58 -12.42 18.63
C -5.83 -10.25 16.97
C -6.12 -9.09 15.89
O -5.02 -8.58 15.14
C -5.33 -7.23 14.58
H -3.47 -7.32 19.14
H -3.86 -8.33 20.39
H -4.79 -6.87 20.14
H -5.50 -7.75 17.91
H -6.28 -8.87 19.17
H -3.41 -8.61 16.86
H -3.19 -10.39 16.76
H -2.69 -9.38 18.19
H -5.55 -11.07 19.71
H -3.80 -10.67 19.61
H -5.52 -12.66 18.12
H -4.41 -12.99 19.54
H -3.75 -12.57 17.94
H -6.72 -10.49 17.54
H -5.34 -11.11 16.51
H -6.80 -8.45 16.44
H -6.72 -9.60 15.14
H -5.83 -7.33 13.62
H -4.60 -6.46 14.30
H -5.96 -6.63 15.24
C -11.00 2.17 16.00
C -10.85 0.93 15.13
N -9.36 0.75 14.58
C -8.45 0.65 15.86
C -9.30 -0.65 13.94
C -10.03 -0.86 12.52
C -8.91 1.96 13.65
C -7.59 1.75 12.83
O -6.57 1.31 13.63
C -5.89 2.44 14.20
H -11.45 2.15 16.99
H -11.52 2.92 15.41
H -10.09 2.73 16.24
H -11.48 0.89 14.24
H -11.13 0.07 15.76
H -7.52 0.14 15.64
H -9.02 0.16 16.65
H -8.25 1.69 16.11
H -9.63 -1.29 14.77
H -8.22 -0.78 13.81
H -11.07 -1.17 12.65
H -9.61 -1.71 11.98
H -10.19 0.01 11.88
H -8.76 2.83 14.28
H -9.74 1.88 12.95
H -7.36 2.65 12.26
H -7.77 1.03 12.03
H -6.56 3.26 14.48
H -5.25 2.76 13.38
H -5.26 2.27 15.07
P -7.01 -4.15 12.14
F -5.64 -4.68 12.85
F -6.54 -4.96 10.78
F -7.87 -5.41 12.60
F -8.26 -3.61 11.23
F -7.51 -3.32 13.37
F -6.11 -2.89 11.62
*
```

Atomic partial charges in e from the Löwdin method, atoms 1 to 5: C -0.058; C -0.103; N -0.192; C 0.027; C -0.173

---

# 2
Here is C3H4BiLiO4 as an isolated structure from the Open Molecules 2025 dataset. Energies are from the ωB97M-V functional and the def2-TZVPD basis.

relative energy (zero: lowest compared OMol25 entry of this formula, charge and spin): 255.6 kJ/mol

```
! RIJCOSX wB97M-V def2-TZVPD def2/J DEFGRID3
* xyz 3 2
H -1.70 0.21 -1.58
C -1.83 0.09 -0.51
C -2.25 1.09 0.45
O -3.07 -0.02 0.03
H -1.88 1.03 1.48
H -2.56 2.07 0.08
O 0.84 0.46 0.04
C 0.57 -0.72 0.11
O -0.92 -0.94 0.00
Bi 2.34 1.89 0.05
H -1.12 -1.87 -0.27
Li 2.77 -2.66 0.03
O 1.13 -1.78 0.03
*
```

Atomic partial charges in e from the natural (NBO) method, atoms 1 to 5: H 0.235; C 0.258; C -0.115; O -0.351; H 0.221

---

# 3
Here is a 2-piece molecular cluster, C4H8BrNO overall from the Open Molecules 2025 dataset. Energies are from the ωB97M-V functional and the def2-TZVPD basis.

relative energy (zero: lowest compared OMol25 entry of this formula, charge and spin): 477.5 kJ/mol

```
! RIJCOSX wB97M-V def2-TZVPD def2/J DEFGRID3
* xyz 0 1
C 0.67 -0.13 -0.58
C 1.74 -0.04 0.55
C -1.33 1.14 0.95
C -0.36 -1.19 -0.37
N 0.71 0.67 -1.58
O -1.39 -1.28 -1.25
Br -0.13 -2.74 0.68
H 2.11 1.08 0.60
H 1.31 -0.14 1.51
H 2.33 -0.81 0.33
H -1.19 0.88 2.06
H -0.68 1.73 0.52
H -2.21 0.80 0.55
H -0.02 0.42 -2.29
H -1.54 -0.40 -1.68
*
```

Atomic partial charges in e from the natural (NBO) method, atoms 1 to 5: C 0.187; C -0.652; C -0.485; C 0.192; N -0.644

---

# 4
Here is C2H4O3P as an isolated structure from the Open Molecules 2025 dataset. Energies are from the ωB97M-V functional and the def2-TZVPD basis.

relative energy (zero: lowest compared OMol25 entry of this formula, charge and spin): 310.7 kJ/mol

```
! RIJCOSX wB97M-V def2-TZVPD def2/J DEFGRID3
* xyz -1 1
C 0.79 0.26 0.30
C -0.40 -0.55 0.07
O 2.90 -1.50 0.29
O 0.52 2.05 0.00
O 3.40 0.98 -0.09
P 2.41 -0.13 -0.09
H -0.28 -1.21 0.95
H -0.39 -1.07 -0.89
H -1.32 0.18 0.06
H 1.45 2.29 -0.24
*
```

Atomic partial charges in e from the natural (NBO) method, atoms 1 to 5: C -0.368; C -0.702; O -1.110; O -0.852; O -1.119

---

# 5
Here is a 5-piece molecular cluster, C32H57FN5O9PS overall from the Open Molecules 2025 dataset. Energies are from the ωB97M-V functional and the def2-TZVPD basis.

energy: -82817.3661 eV
SMILES string: CC(C)C[C@H](C)CON1C(=O)c2cc([C@H](C)F)c(S(C)(=O)=O)c(P(C)C)c2C1=O.CNC(C)=O.CNC(C)=O.CNC(C)=O.CNC(C)=O

```
! RIJCOSX wB97M-V def2-TZVPD def2/J DEFGRID3
* xyz 0 1
C 0.66 -3.94 3.96
C -0.05 -4.50 2.61
C 1.08 -5.35 1.83
C -0.44 -3.20 1.73
C -1.21 -3.53 0.36
C -2.02 -4.91 0.36
C -0.27 -3.43 -0.96
O 0.51 -2.21 -0.91
N 0.31 -1.40 -2.01
C -1.08 -0.85 -1.74
O -2.13 -1.01 -2.40
C -0.80 -0.06 -0.38
C -1.68 0.34 0.82
C -1.06 1.09 2.05
C -2.11 1.38 3.24
C -2.89 2.80 3.06
F -1.56 1.20 4.55
C 0.47 1.52 2.11
S 1.15 2.43 3.56
C 0.01 3.79 4.19
O 1.35 1.40 4.66
O 2.48 3.11 3.35
C 1.37 1.11 0.88
P 3.23 1.46 0.76
C 4.28 -0.07 1.13
C 3.72 2.31 -0.86
C 0.70 0.34 -0.29
C 1.25 -0.27 -1.65
O 2.20 0.02 -2.40
H 0.81 -4.86 4.63
H 1.68 -3.47 3.77
H -0.05 -3.22 4.53
H -0.98 -5.10 2.90
H 1.90 -5.62 2.59
H 1.56 -4.68 1.05
H 0.57 -6.27 1.38
H 0.53 -2.60 1.61
H -1.15 -2.52 2.34
H -2.00 -2.69 0.23
H -1.25 -5.75 0.24
H -2.81 -4.92 -0.46
H -2.55 -5.00 1.38
H 0.49 -4.30 -0.86
H -0.82 -3.62 -1.94
H -2.79 0.05 0.79
H -2.94 0.58 3.13
H -4.02 2.64 2.96
H -2.69 3.45 3.99
H -2.55 3.33 2.10
H -0.59 4.20 3.31
H 0.69 4.62 4.62
H -0.63 3.43 5.07
H 3.69 -1.02 1.36
H 4.89 0.18 2.08
H 5.06 -0.21 0.29
H 4.47 3.16 -0.75
H 4.17 1.52 -1.55
H 2.73 2.65 -1.36
C -3.53 1.78 -3.29
N -3.57 3.22 -3.25
C -2.87 4.10 -4.02
C -1.93 3.53 -5.04
O -3.01 5.31 -3.86
H -4.53 1.41 -3.52
H -3.22 1.42 -2.31
H -2.83 1.41 -4.04
H -4.19 3.67 -2.59
H -1.43 4.34 -5.57
H -1.16 2.92 -4.55
H -2.48 2.93 -5.76
C -0.48 0.37 9.31
N -0.52 1.82 9.37
C 0.21 2.71 8.63
C 1.18 2.15 7.62
O 0.05 3.91 8.80
H -1.48 0.01 9.06
H -0.20 0.00 10.30
H 0.24 0.01 8.57
H -1.15 2.26 10.02
H 1.68 2.97 7.11
H 1.93 1.54 8.13
H 0.64 1.56 6.88
C 1.26 3.81 -6.61
N 1.69 3.92 -5.24
C 2.95 3.93 -4.74
C 4.09 3.82 -5.71
O 3.12 4.03 -3.53
H 0.67 4.70 -6.86
H 0.63 2.93 -6.70
H 2.09 3.73 -7.31
H 0.98 4.00 -4.52
H 5.04 3.84 -5.17
H 4.03 2.88 -6.26
H 4.08 4.66 -6.41
C -2.35 -4.54 -6.21
N -1.63 -4.83 -4.99
C -0.29 -4.80 -4.77
C 0.59 -4.41 -5.93
O 0.17 -5.07 -3.67
H -3.04 -3.72 -6.02
H -2.92 -5.43 -6.50
H -1.68 -4.27 -7.03
H -2.17 -5.09 -4.17
H 1.64 -4.42 -5.62
H 0.47 -5.13 -6.75
H 0.35 -3.40 -6.27
*
```

Atomic partial charges in e from the Löwdin method, atoms 1 to 5: C -0.114; C -0.382; C -0.084; C -0.156; C -0.304

---

# 6
Here is a 2-piece molecular cluster, C3H11N4O overall from the Open Molecules 2025 dataset. Energies are from the ωB97M-V functional and the def2-TZVPD basis.

relative energy (zero: lowest compared OMol25 entry of this formula, charge and spin): 209.7 kJ/mol

```
! RIJCOSX wB97M-V def2-TZVPD def2/J DEFGRID3
* xyz 1 1
N -0.70 -2.68 -0.22
C 0.72 -2.88 -0.36
N 1.48 -2.11 0.52
O 1.20 -3.65 -1.20
H -1.18 -3.40 -0.76
H -0.96 -2.72 0.76
H 2.46 -2.12 0.23
H 1.18 -1.15 0.71
C -0.57 1.21 -0.22
C 0.10 2.35 0.05
N -0.62 3.23 0.92
N -0.25 0.23 -1.13
H -1.51 1.05 0.28
H 1.10 2.61 -0.13
H -0.96 4.04 0.38
H -1.44 2.72 1.30
H -0.02 3.58 1.67
H 0.56 0.43 -1.72
H -0.59 -0.72 -1.05
*
```

Atomic partial charges in e from the natural (NBO) method, atoms 1 to 5: N -0.901; C 0.766; N -0.846; O -0.593; H 0.414

---

# 7
Here is a 2-piece molecular cluster, C6H12O overall from the Open Molecules 2025 dataset. Energies are from the ωB97M-V functional and the def2-TZVPD basis.

SMILES string: C/C=C/O.C=CC
relative energy (zero: lowest compared OMol25 entry of this formula, charge and spin): 182.2 kJ/mol

```
! RIJCOSX wB97M-V def2-TZVPD def2/J DEFGRID3
* xyz 0 1
C 2.85 0.21 -0.65
C 1.60 0.37 0.16
C 1.16 -0.65 0.90
O 0.18 -0.63 1.84
H 2.68 -0.04 -1.70
H 3.47 -0.58 -0.21
H 3.44 1.13 -0.62
H 1.10 1.34 0.21
H 1.59 -1.64 0.81
H -0.11 0.29 1.94
C -1.65 1.27 -0.80
C -2.13 0.40 0.09
C -2.18 -1.09 -0.12
H -1.26 0.93 -1.76
H -1.63 2.34 -0.62
H -2.52 0.79 1.03
H -1.18 -1.51 -0.10
H -2.64 -1.34 -1.08
H -2.76 -1.58 0.67
*
```

Atomic partial charges in e from the natural (NBO) method, atoms 1 to 5: C -0.629; C -0.317; C 0.142; O -0.678; H 0.209

---

# 8
Here is a 2-piece molecular cluster, C7H9NO2S overall from the Open Molecules 2025 dataset. Energies are from the ωB97M-V functional and the def2-TZVPD basis.

SMILES string: C=CCc1cccs1.O=NO
relative energy (zero: lowest compared OMol25 entry of this formula, charge and spin): 453.5 kJ/mol

```
! RIJCOSX wB97M-V def2-TZVPD def2/J DEFGRID3
* xyz 0 1
C 2.84 1.69 0.00
C 1.57 1.38 0.23
C 0.64 0.65 -0.81
C 0.12 -0.63 -0.25
C 0.49 -1.91 -0.52
C -0.35 -2.86 0.11
C -1.14 -2.31 1.06
S -1.09 -0.57 1.08
H 3.62 1.68 0.91
H 3.15 1.76 -1.01
H 1.13 1.62 1.21
H -0.29 1.20 -1.02
H 1.38 0.36 -1.60
H 1.23 -2.01 -1.19
H -0.28 -3.92 -0.06
H -1.88 -2.80 1.74
O -3.05 1.43 -1.44
N -3.07 1.20 -0.31
O -2.48 2.18 0.45
H -2.56 1.85 1.42
*
```

Atomic partial charges in e from the natural (NBO) method, atoms 1 to 5: C -0.420; C -0.157; C -0.494; C -0.108; C -0.273